*A*
Below is a cluster of 10 separate species, C30H80O10 in total, with properties calculated with the ωB97M-V functional and the def2-TZVPD basis.

SMILES string ... CC(C)O.CC(C)O.CC(C)O.CC(C)O.CC(C)O.CC(C)O.CC(C)O.CC(C)O.CC(C)O.CC(C)O
E_HOMO ... -9.3 eV
Lowest unoccupied orbital energy ... 0.1760 eV

ORCA input file:
```
! wB97M-V def2-TZVPD RIJCOSX def2/J DEFGRID3
* xyz 0 1
C -12.347 -26.896 10.642
C -10.858 -27.124 10.465
C -10.268 -26.158 9.433
O -10.273 -27.027 11.744
H -12.840 -27.123 9.695
H -12.595 -25.904 11.019
H -12.707 -27.603 11.391
H -10.724 -28.118 10.021
H -10.364 -25.139 9.818
H -10.797 -26.226 8.485
H -9.198 -26.316 9.289
H -9.585 -27.715 11.789
C -8.868 -22.967 -0.386
C -7.891 -23.034 0.751
C -8.311 -23.980 1.841
O -6.639 -23.430 0.188
H -8.854 -23.933 -0.900
H -8.671 -22.194 -1.127
H -9.899 -22.826 -0.052
H -7.756 -22.018 1.128
H -8.542 -24.993 1.498
H -9.177 -23.640 2.410
H -7.510 -24.150 2.565
H -6.768 -24.239 -0.316
C -6.036 -26.077 8.113
C -6.186 -24.877 7.148
C -5.979 -25.271 5.710
O -7.479 -24.323 7.341
H -6.598 -26.919 7.706
H -6.388 -25.765 9.095
H -4.994 -26.388 8.213
H -5.413 -24.148 7.405
H -4.974 -25.625 5.469
H -6.201 -24.467 5.007
H -6.636 -26.117 5.491
H -8.086 -25.069 7.192
C -4.163 -22.044 4.315
C -4.622 -21.916 2.857
C -3.656 -21.084 2.046
O -4.781 -23.195 2.293
H -4.583 -21.245 4.924
H -3.071 -22.034 4.333
H -4.432 -22.989 4.791
H -5.606 -21.431 2.844
H -3.677 -20.046 2.382
H -3.931 -21.100 0.988
H -2.643 -21.488 2.053
H -5.415 -23.142 1.562
C -1.698 -29.135 9.081
C -3.020 -28.789 8.394
C -2.877 -27.944 7.158
O -3.674 -29.978 7.971
H -1.015 -29.686 8.429
H -1.884 -29.858 9.881
H -1.119 -28.313 9.501
H -3.671 -28.281 9.113
H -3.837 -27.770 6.673
H -2.245 -28.482 6.448
H -2.385 -26.992 7.359
H -3.820 -30.551 8.730
C -7.343 -25.099 12.120
C -7.842 -24.929 13.555
C -7.626 -23.517 14.093
O -9.227 -25.189 13.602
H -7.513 -26.139 11.813
H -6.256 -25.016 12.050
H -7.821 -24.519 11.330
H -7.391 -25.650 14.248
H -8.207 -22.861 13.442
H -6.582 -23.207 14.061
H -8.035 -23.446 15.101
H -9.462 -25.772 12.863
C -10.590 -24.545 5.937
C -10.168 -25.935 5.534
C -9.630 -26.059 4.107
O -9.126 -26.440 6.410
H -10.898 -24.496 6.981
H -11.328 -24.167 5.233
H -9.729 -23.871 5.922
H -11.012 -26.618 5.670
H -10.301 -25.515 3.435
H -9.631 -27.085 3.738
H -8.640 -25.621 3.983
H -9.180 -27.398 6.370
C -9.089 -30.957 10.505
C -7.977 -30.040 10.988
C -7.451 -29.149 9.872
O -8.505 -29.182 12.012
H -9.980 -30.353 10.330
H -9.311 -31.582 11.372
H -8.796 -31.550 9.643
H -7.131 -30.598 11.397
H -7.072 -29.694 9.005
H -6.606 -28.595 10.286
H -8.241 -28.492 9.507
H -7.730 -28.872 12.493
C -2.070 -26.981 2.080
C -2.711 -25.822 2.803
C -2.369 -25.797 4.311
O -2.377 -24.605 2.170
H -2.158 -27.912 2.640
H -1.006 -26.768 1.948
H -2.465 -27.115 1.073
H -3.800 -25.959 2.780
H -2.647 -24.826 4.724
H -1.279 -25.851 4.367
H -2.893 -26.588 4.841
H -3.150 -24.046 2.348
C -5.684 -21.817 9.885
C -6.794 -21.224 8.999
C -6.355 -21.090 7.535
O -7.921 -22.071 8.998
H -5.540 -22.880 9.691
H -5.905 -21.713 10.946
H -4.766 -21.264 9.671
H -7.100 -20.295 9.481
H -5.541 -20.379 7.383
H -7.231 -20.792 6.956
H -6.044 -22.013 7.040
H -7.739 -22.839 8.433
*
```


*B*
Below is a cluster of 10 separate species, C30H80O10 in total, with properties calculated with the ωB97M-V functional and the def2-TZVPD basis.

SMILES string ... CC(C)O.CC(C)O.CC(C)O.CC(C)O.CC(C)O.CC(C)O.CC(C)O.CC(C)O.CC(C)O.CC(C)O
E_HOMO ... -9.9 eV
Lowest unoccupied orbital energy ... 0.3512 eV

ORCA input file:
```
! wB97M-V def2-TZVPD RIJCOSX def2/J DEFGRID3
* xyz 0 1
C -0.144 -4.266 -2.653
C -0.518 -5.734 -2.993
C -0.543 -6.687 -1.806
O -1.696 -5.812 -3.780
H -0.056 -3.720 -3.592
H 0.748 -4.248 -2.027
H -0.915 -3.798 -2.041
H 0.258 -6.004 -3.708
H -1.190 -6.363 -0.991
H 0.498 -6.748 -1.488
H -0.881 -7.688 -2.073
H -1.821 -6.701 -4.121
C -5.048 -1.592 1.846
C -5.371 -0.342 2.696
C -5.839 0.876 1.950
O -6.469 -0.732 3.534
H -4.232 -1.359 1.162
H -5.900 -1.878 1.228
H -4.784 -2.515 2.362
H -4.471 -0.139 3.276
H -5.155 1.371 1.260
H -6.050 1.516 2.806
H -6.718 0.530 1.406
H -6.469 -1.692 3.542
C 1.499 3.739 -4.234
C 0.746 2.441 -4.457
C -0.700 2.764 -4.722
O 1.299 1.733 -5.495
H 1.746 4.200 -5.190
H 2.428 3.459 -3.737
H 1.252 4.490 -3.483
H 0.672 1.897 -3.515
H -0.926 3.110 -5.731
H -1.242 3.444 -4.065
H -1.336 1.878 -4.706
H 0.708 0.977 -5.456
C 1.815 -2.907 0.614
C 1.485 -2.946 2.106
C 0.426 -3.998 2.467
O 2.689 -3.284 2.853
H 2.698 -2.321 0.361
H 1.059 -2.352 0.058
H 1.985 -3.930 0.280
H 1.348 -1.900 2.382
H 0.042 -3.906 3.484
H 0.805 -4.978 2.180
H -0.458 -3.701 1.903
H 2.624 -3.072 3.787
C 5.520 0.447 1.823
C 4.026 0.259 1.404
C 3.123 1.464 1.877
O 4.019 0.187 -0.027
H 5.844 1.475 1.664
H 6.166 -0.286 1.341
H 5.569 0.283 2.900
H 3.647 -0.603 1.954
H 3.390 2.446 1.485
H 3.115 1.647 2.951
H 2.093 1.213 1.626
H 3.221 0.665 -0.265
C 3.932 -1.040 -4.001
C 3.286 -2.193 -3.224
C 4.138 -3.000 -2.270
O 2.521 -1.508 -2.345
H 4.464 -0.387 -3.309
H 3.330 -0.481 -4.717
H 4.697 -1.447 -4.663
H 2.576 -2.793 -3.793
H 4.860 -2.419 -1.697
H 4.714 -3.720 -2.851
H 3.473 -3.605 -1.653
H 3.119 -0.983 -1.808
C 1.670 4.756 0.726
C 2.131 5.654 1.802
C 3.634 5.926 2.038
O 1.448 6.922 1.775
H 0.757 4.319 1.130
H 2.460 4.017 0.596
H 1.559 5.382 -0.159
H 1.846 5.198 2.750
H 4.144 6.283 1.143
H 4.108 5.022 2.420
H 3.778 6.763 2.721
H 1.700 7.426 0.998
C -2.036 5.277 2.168
C -2.638 6.675 2.125
C -3.109 7.050 3.528
O -1.885 7.709 1.426
H -1.742 4.806 1.230
H -2.668 4.574 2.711
H -1.132 5.445 2.753
H -3.623 6.623 1.661
H -3.379 8.104 3.596
H -2.260 7.003 4.210
H -3.716 6.246 3.944
H -0.995 7.787 1.778
C -2.721 -5.836 1.883
C -3.538 -5.038 0.886
C -2.848 -3.811 0.335
O -4.086 -5.919 -0.032
H -1.773 -6.077 1.402
H -2.937 -6.877 2.124
H -2.519 -5.329 2.827
H -4.407 -4.601 1.378
H -3.471 -3.153 -0.271
H -1.922 -3.990 -0.210
H -2.602 -3.106 1.129
H -3.896 -5.597 -0.916
C -1.033 -0.546 -0.369
C -0.489 0.793 -0.914
C -0.916 1.856 0.031
O 0.931 0.764 -0.957
H -0.706 -0.899 0.609
H -0.789 -1.413 -0.983
H -2.121 -0.576 -0.429
H -0.950 1.017 -1.877
H -1.981 2.084 -0.027
H -0.501 2.827 -0.239
H -0.645 1.785 1.084
H 1.125 -0.057 -1.416
*
```


Least stable = *B*


*A*
Below is a structure of composition H22HeO11, with properties calculated with the ωB97M-V functional and the def2-TZVPD basis.

E_HOMO ... -10.7 eV
Lowest unoccupied orbital energy ... -0.0003 eV

ORCA input file:
```
! wB97M-V def2-TZVPD RIJCOSX def2/J DEFGRID3
* xyz 0 1
He 0.604 -0.241 -0.605
O 1.967 -1.397 2.545
H 2.074 -2.298 2.240
H 2.847 -1.023 2.499
O -1.318 -2.653 -1.581
H -1.154 -1.761 -1.887
H -0.654 -3.183 -2.021
O -2.560 0.170 0.341
H -3.200 0.255 -0.365
H -2.541 -0.766 0.538
O 1.551 1.218 -2.815
H 1.033 1.888 -2.369
H 1.455 1.421 -3.745
O 0.764 1.630 2.821
H 0.950 0.742 2.515
H 1.333 1.745 3.582
O -0.949 -0.961 2.541
H 0.003 -1.063 2.513
H -1.160 -0.932 3.474
O 3.286 -0.252 -1.259
H 2.923 -1.133 -1.345
H 2.711 0.297 -1.793
O 0.260 3.222 -1.335
H 0.000 3.028 -0.434
H 0.999 3.825 -1.246
O -0.925 2.445 0.903
H -0.452 2.038 1.629
H -1.495 1.751 0.570
O -0.803 -0.274 -2.983
H 0.072 0.113 -2.959
H -1.394 0.460 -2.812
O -2.433 -2.889 1.055
H -1.933 -3.156 0.284
H -1.863 -2.266 1.506
*
```


*B*
Below is a structure of composition H22HeO11, with properties calculated with the ωB97M-V functional and the def2-TZVPD basis.

E_HOMO ... -10.4 eV
Lowest unoccupied orbital energy ... -0.0693 eV

ORCA input file:
```
! wB97M-V def2-TZVPD RIJCOSX def2/J DEFGRID3
* xyz 0 1
He -0.149 -0.186 -0.015
O 2.133 -0.175 -1.834
H 2.389 -0.692 -1.070
H 2.831 -0.328 -2.472
O -1.128 0.984 -3.274
H -0.568 0.265 -2.981
H -1.876 0.551 -3.687
O 1.303 0.483 2.661
H 1.560 -0.331 2.227
H 1.850 1.155 2.254
O -2.098 -0.404 1.742
H -2.774 -0.384 2.420
H -2.031 0.503 1.444
O -1.841 2.041 -0.602
H -2.717 1.657 -0.561
H -1.637 2.075 -1.537
O -0.207 -1.471 -2.090
H 0.620 -0.993 -2.034
H -0.141 -1.970 -2.905
O -0.005 -2.066 2.353
H -0.573 -1.306 2.221
H -0.569 -2.820 2.178
O 3.141 2.389 -1.633
H 2.491 3.086 -1.546
H 2.635 1.579 -1.580
O 2.611 -1.804 0.374
H 3.364 -2.110 0.879
H 2.222 -2.602 0.016
O -1.601 2.299 3.686
H -0.857 1.872 3.262
H -1.287 3.179 3.894
O -2.680 -1.680 -0.733
H -2.604 -1.165 0.070
H -1.809 -1.636 -1.128
*
```


Least stable = *B*


*A*
Below is an isolated molecule of C5H4S, with properties calculated with the ωB97M-V functional and the def2-TZVPD basis.

SMILES string ... S=C1C=CC=C1
E_HOMO ... -9.0 eV
Lowest unoccupied orbital energy ... -1.4687 eV

ORCA input file:
```
! wB97M-V def2-TZVPD RIJCOSX def2/J DEFGRID3
* xyz 0 1
S -2.470 0.439 1.210
C -1.029 0.185 0.514
C 0.173 1.045 0.611
C 1.143 0.470 -0.121
C 0.613 -0.778 -0.746
C -0.659 -0.955 -0.374
H 0.194 1.924 1.184
H 2.147 0.849 -0.234
H 1.208 -1.428 -1.389
H -1.319 -1.751 -0.656
*
```


*B*
Below is an isolated molecule of C5H4S, with properties calculated with the ωB97M-V functional and the def2-TZVPD basis.

SMILES string ... C#CC(=S)C=C
E_HOMO ... -9.0 eV
Lowest unoccupied orbital energy ... -1.1176 eV

ORCA input file:
```
! wB97M-V def2-TZVPD RIJCOSX def2/J DEFGRID3
* xyz 0 1
C -0.148 2.360 -0.034
C 0.433 1.295 0.011
C 1.100 0.014 -0.026
S 2.725 -0.072 -0.003
C 0.241 -1.224 -0.014
C -1.063 -1.184 -0.010
H -0.570 3.346 0.041
H 0.690 -2.228 -0.035
H -1.756 -2.035 0.014
H -1.652 -0.272 0.056
*
```


Least stable = *B*


*A*
Below is a cluster of 6 separate species, H13O6 in total, with properties calculated with the ωB97M-V functional and the def2-TZVPD basis.

E_HOMO ... -15.5 eV
Lowest unoccupied orbital energy ... -3.1217 eV

ORCA input file:
```
! wB97M-V def2-TZVPD RIJCOSX def2/J DEFGRID3
* xyz 1 1
O 0.466 1.121 -2.816
H 0.265 2.006 -3.159
H 1.401 1.020 -2.858
O -0.840 1.427 1.357
H -1.247 1.941 2.006
H -1.585 0.879 1.118
O -2.598 -1.029 0.216
H -3.303 -1.459 -0.301
H -2.825 -1.280 1.176
O 1.720 -1.597 -0.055
H 1.836 -2.382 0.333
H 1.852 -0.950 0.641
O 2.041 0.397 1.466
H 1.317 0.915 1.796
H 2.649 0.460 2.232
O -0.303 -0.357 -0.708
H 0.598 -0.828 -0.545
H -0.194 0.250 -1.491
H -1.249 -0.535 -0.409
*
```


*B*
Below is a cluster of 6 separate species, H13O6 in total, with properties calculated with the ωB97M-V functional and the def2-TZVPD basis.

E_HOMO ... -15.6 eV
Lowest unoccupied orbital energy ... -3.5310 eV

ORCA input file:
```
! wB97M-V def2-TZVPD RIJCOSX def2/J DEFGRID3
* xyz 1 1
O 3.933 6.990 25.998
H 4.783 6.791 25.601
H 3.619 7.886 25.797
H 3.217 6.370 25.667
O 3.866 3.982 25.035
H 4.249 3.664 25.820
H 4.692 4.059 24.529
O 6.384 6.608 25.146
H 6.315 7.520 24.701
H 6.286 5.956 24.464
O 3.772 7.263 23.307
H 3.623 8.217 23.180
H 4.215 6.871 22.563
O 2.922 9.445 25.407
H 3.284 10.037 24.751
H 1.989 9.437 25.248
O 1.391 5.883 25.838
H 0.449 6.166 25.780
H 1.395 4.921 25.623
*
```


Least stable = *B*